P:
Formula: C7H12
Source: OMol25
Level of theory: wB97M-V/def2-TZVPD

Summary:
orbital gap: 5.3253 eV
net charge: 0

Element x y z (Å)
C (2.46, 0.17, -0.42)
C (1.44, 0.33, 0.68)
C (-0.16, -0.28, 0.04)
C (-0.15, -1.27, -0.95)
C (-1.01, -0.37, 1.37)
C (-1.04, 0.76, 0.40)
C (-2.20, 1.05, -0.47)
H (2.04, -0.19, -1.36)
H (3.26, -0.51, -0.14)
H (2.92, 1.14, -0.63)
H (1.47, -0.41, 1.47)
H (1.26, 1.34, 1.01)
H (-0.22, -1.06, -2.01)
H (-0.10, -2.30, -0.64)
H (-0.37, -0.29, 2.23)
H (-1.77, -1.15, 1.49)
H (-2.93, 0.24, -0.24)
H (-2.86, 1.90, -0.29)
H (-2.05, 0.89, -1.54)

---

Q:
Formula: C7H12
Source: OMol25
Level of theory: wB97M-V/def2-TZVPD

Summary:
orbital gap: 9.7208 eV
SMILES: C[C@@H]1C=C[C@H](C)C1
net charge: 0

Element x y z (Å)
C (-2.43, -0.58, -0.10)
C (-1.16, 0.71, 0.00)
C (-0.37, 0.98, -1.27)
C (0.94, 0.72, -1.16)
C (1.36, 0.41, 0.25)
C (2.14, -0.90, 0.39)
C (0.00, 0.37, 1.01)
H (-1.96, -1.46, -0.52)
H (-2.84, -0.84, 0.90)
H (-3.35, -0.37, -0.71)
H (-2.06, 1.20, 0.26)
H (-0.82, 1.29, -2.20)
H (1.67, 0.70, -1.98)
H (2.01, 1.22, 0.63)
H (1.53, -1.74, 0.02)
H (2.38, -1.10, 1.44)
H (3.08, -0.88, -0.17)
H (0.08, 0.94, 1.95)
H (-0.21, -0.66, 1.27)

---

R:
Formula: C7H12
Source: OMol25
Level of theory: wB97M-V/def2-TZVPD

Summary:
orbital gap: 10.9347 eV
SMILES: CC1CC2(CC2)C1
net charge: 0

Element x y z (Å)
C (-2.53, 0.30, 0.11)
C (-1.23, -0.48, -0.03)
C (-0.22, 0.02, -1.10)
C (0.87, -0.01, -0.03)
C (2.20, -0.68, -0.15)
C (2.12, 0.81, 0.06)
C (-0.16, -0.25, 1.07)
H (-3.17, 0.17, -0.77)
H (-2.32, 1.38, 0.20)
H (-3.10, -0.01, 0.99)
H (-1.44, -1.54, -0.15)
H (-0.07, -0.64, -1.96)
H (-0.45, 1.03, -1.46)
H (2.50, -1.03, -1.14)
H (2.55, -1.30, 0.67)
H (2.36, 1.47, -0.77)
H (2.39, 1.20, 1.04)
H (-0.36, 0.65, 1.67)
H (0.03, -1.09, 1.75)

---

Relative to the most stable one, in kcal/mol, the structures come out at P 132.7; Q 13.6; R 0.0.

---

P:
Formula: C7H12
Source: OMol25
Level of theory: wB97M-V/def2-TZVPD

Summary:
orbital gap: 11.4003 eV
SMILES: C[C@]12CC[C@H](C1)C2
net charge: 0

Element x y z (Å)
C (-0.73, -1.14, -1.63)
C (-0.18, -0.30, -0.49)
C (-0.92, -0.37, 0.83)
C (-0.06, 0.58, 1.69)
C (0.98, 0.94, 0.67)
C (0.10, 1.24, -0.56)
C (1.27, -0.45, -0.06)
H (-0.20, -0.88, -2.59)
H (-0.60, -2.21, -1.34)
H (-1.81, -0.96, -1.77)
H (-0.98, -1.38, 1.28)
H (-1.92, 0.03, 0.63)
H (-0.63, 1.47, 2.06)
H (0.39, 0.11, 2.56)
H (1.84, 1.54, 0.92)
H (0.69, 1.53, -1.41)
H (-0.73, 1.97, -0.45)
H (1.98, -0.35, -0.89)
H (1.51, -1.37, 0.56)

---

Q:
Formula: C7H12
Source: OMol25
Level of theory: wB97M-V/def2-TZVPD

Summary:
orbital gap: 5.6664 eV
net charge: 0

Element x y z (Å)
C (1.00, -1.31, 0.38)
C (1.22, 0.10, 0.83)
C (0.52, 0.79, -0.28)
C (-0.86, 0.87, -0.35)
C (-1.66, 0.43, 0.66)
C (-2.70, -0.03, 1.28)
C (1.25, 1.04, -1.58)
H (1.68, -1.69, -0.37)
H (0.84, -2.03, 1.18)
H (-0.16, -1.30, -0.21)
H (2.29, 0.36, 0.83)
H (0.90, 0.28, 1.86)
H (-1.34, 1.49, -1.10)
H (-1.01, -1.62, -0.66)
H (-2.89, 0.19, 2.33)
H (-3.35, -0.78, 0.84)
H (0.49, 1.46, -2.23)
H (2.14, 1.65, -1.43)
H (1.63, 0.11, -1.98)

---

Relative to the most stable one, in kcal/mol, the structures come out at P 0.0; Q 148.8.

---

P:
Formula: C7H12
Source: OMol25
Level of theory: wB97M-V/def2-TZVPD

Summary:
orbital gap: 8.7061 eV
SMILES: C=C(C)/C(C)=C/C
net charge: 0

Element x y z (Å)
C (1.80, 0.95, 1.28)
C (0.76, 0.92, 0.43)
C (0.24, 2.24, -0.07)
C (0.12, -0.32, -0.06)
C (0.51, -1.61, 0.67)
C (-1.10, -0.24, -0.64)
C (-1.62, -1.39, -1.46)
H (2.11, 0.14, 1.92)
H (2.30, 1.91, 1.32)
H (1.07, 2.93, -0.21)
H (-0.27, 2.15, -1.03)
H (-0.57, 2.68, 0.52)
H (-0.16, -1.68, 1.52)
H (0.33, -2.50, 0.07)
H (1.55, -1.57, 0.98)
H (-1.84, 0.49, -0.35)
H (-2.47, -1.85, -0.94)
H (-1.89, -1.08, -2.46)
H (-0.87, -2.18, -1.51)

---

Q:
Formula: C7H12
Source: OMol25
Level of theory: wB97M-V/def2-TZVPD

Summary:
orbital gap: 9.8671 eV
SMILES: CC1=C[C@@H](C)[C@@H]1C
net charge: 0

Element x y z (Å)
C (-2.31, -0.45, -0.78)
C (-0.98, 0.07, -0.31)
C (-0.58, 1.23, 0.26)
C (0.80, 0.77, 0.61)
C (1.08, 0.47, 2.07)
C (0.37, -0.59, -0.25)
C (1.15, -0.72, -1.55)
H (-2.70, 0.16, -1.61)
H (-2.27, -1.50, -1.06)
H (-3.05, -0.33, 0.02)
H (-1.07, 2.19, 0.41)
H (1.62, 1.37, 0.18)
H (2.04, -0.05, 2.19)
H (1.14, 1.40, 2.65)
H (0.30, -0.16, 2.51)
H (0.40, -1.54, 0.31)
H (0.70, -1.49, -2.19)
H (1.18, 0.22, -2.10)
H (2.18, -1.03, -1.35)

---

R:
Formula: C7H12
Source: OMol25
Level of theory: wB97M-V/def2-TZVPD

Summary:
orbital gap: 8.7468 eV
SMILES: C=C(/C=C/C)CC
net charge: 0

Element x y z (Å)
C (0.97, -2.34, 0.73)
C (0.53, -1.02, 0.60)
C (1.23, -0.06, -0.36)
C (0.89, 1.25, -0.43)
C (0.72, 2.20, -1.70)
C (-0.79, -0.60, 1.41)
C (-2.00, -0.39, 0.38)
H (0.41, -3.05, 1.42)
H (1.93, -2.69, 0.48)
H (2.03, -0.56, -0.92)
H (0.53, 1.85, 0.46)
H (0.98, 1.60, -2.64)
H (-0.38, 2.50, -1.99)
H (1.58, 2.95, -1.62)
H (-0.49, 0.45, 1.75)
H (-1.23, -1.14, 2.21)
H (-1.66, -0.51, -0.73)
H (-2.41, 0.65, 0.49)
H (-2.85, -1.07, 0.45)

---

S:
Formula: C7H12
Source: OMol25
Level of theory: wB97M-V/def2-TZVPD

Summary:
orbital gap: 10.4358 eV
net charge: 0

Element x y z (Å)
C (1.36, 2.50, 0.80)
C (0.73, 1.58, -0.24)
C (-0.25, 0.59, 0.37)
C (-0.91, -0.31, -0.67)
C (-2.31, -1.13, 0.13)
C (-1.36, -1.93, -0.14)
C (-0.45, -3.09, -0.25)
H (0.60, 3.10, 1.32)
H (1.90, 1.92, 1.56)
H (2.08, 3.19, 0.35)
H (0.23, 2.19, -1.00)
H (1.53, 1.04, -0.77)
H (-1.04, 1.12, 0.92)
H (0.27, -0.04, 1.10)
H (-1.55, 0.24, -1.36)
H (-0.15, -0.77, -1.31)
H (0.49, -2.91, 0.27)
H (-0.24, -3.35, -1.29)
H (-0.93, -3.95, 0.22)

---

Relative to the most stable one, in kcal/mol, the structures come out at P 16.1; Q 0.0; R 47.6; S 57.3.

---

P:
Formula: C7H12
Source: OMol25
Level of theory: wB97M-V/def2-TZVPD

Summary:
orbital gap: 11.0139 eV
SMILES: CC1CC2(CC2)C1
net charge: 0

Element x y z (Å)
C (-2.57, 0.12, 0.33)
C (-1.14, -0.22, 0.01)
C (-0.24, 0.74, -0.81)
C (0.92, 0.13, -0.03)
C (1.81, -0.91, -0.63)
C (2.38, 0.38, -0.06)
C (-0.04, -0.20, 1.10)
H (-3.17, 0.13, -0.59)
H (-2.66, 1.10, 0.81)
H (-3.01, -0.63, 1.00)
H (-1.09, -1.21, -0.48)
H (-0.23, 0.66, -1.91)
H (-0.42, 1.78, -0.52)
H (1.83, -1.04, -1.72)
H (1.97, -1.85, -0.09)
H (2.76, 1.12, -0.76)
H (2.93, 0.33, 0.88)
H (-0.18, 0.67, 1.77)
H (0.14, -1.10, 1.69)

---

Q:
Formula: C7H12
Source: OMol25
Level of theory: wB97M-V/def2-TZVPD

Summary:
orbital gap (spin up / spin down): 8.7370 / 8.4892 eV
net charge: 0

Element x y z (Å)
C (2.40, 0.31, -1.29)
C (-1.41, -0.68, -0.23)
C (1.90, -0.18, -0.20)
C (-0.69, 0.37, 0.04)
C (-2.92, -0.75, -0.21)
C (2.38, -0.95, 0.95)
C (-0.87, 1.78, 0.39)
H (3.45, 0.17, -1.56)
H (1.83, 0.87, -2.00)
H (-0.94, -1.62, -0.47)
H (-3.27, -1.32, -1.07)
H (-3.37, 0.25, -0.24)
H (-3.26, -1.25, 0.69)
H (2.38, -0.33, 1.84)
H (1.74, -1.81, 1.13)
H (3.40, -1.31, 0.77)
H (-0.51, 2.42, -0.42)
H (-1.92, 2.01, 0.58)
H (-0.30, 2.03, 1.29)

---

R:
Formula: C7H12
Source: OMol25
Level of theory: wB97M-V/def2-TZVPD

Summary:
orbital gap (spin up / spin down): 9.0239 / 9.0585 eV
net charge: 0

Element x y z (Å)
C (1.71, -0.49, -2.01)
C (1.42, 0.84, -1.35)
C (0.34, 0.49, -0.33)
C (-0.24, 1.57, 0.57)
C (-1.17, 0.79, 1.39)
C (-1.70, -0.24, 1.74)
C (-2.11, -1.64, 1.89)
H (2.72, -0.87, -1.86)
H (0.48, -1.72, -0.93)
H (1.41, -0.54, -3.06)
H (2.29, 1.28, -0.83)
H (1.04, 1.61, -2.04)
H (0.78, -0.31, 0.28)
H (-0.46, 0.01, -0.90)
H (0.56, 2.04, 1.16)
H (-0.73, 2.34, -0.03)
H (-1.52, -2.19, 1.15)
H (-3.17, -1.79, 1.68)
H (-1.88, -2.05, 2.88)

---

S:
Formula: C7H12
Source: OMol25
Level of theory: wB97M-V/def2-TZVPD

Summary:
orbital gap: 9.9980 eV
SMILES: CC#CCCCC
net charge: 0

Element x y z (Å)
C (2.83, -0.92, 1.02)
C (2.54, 0.22, 0.18)
C (2.02, 1.18, -0.39)
C (0.78, 0.49, -1.01)
C (-0.51, 0.83, -0.26)
C (-1.49, -0.34, -0.40)
C (-2.85, -0.07, 0.24)
H (3.62, -0.58, 1.69)
H (3.16, -1.81, 0.49)
H (1.95, -1.17, 1.63)
H (0.97, -0.60, -0.93)
H (0.71, 0.66, -2.08)
H (-0.30, 1.02, 0.80)
H (-0.95, 1.75, -0.65)
H (-1.03, -1.23, 0.06)
H (-1.61, -0.57, -1.46)
H (-2.74, 0.12, 1.31)
H (-3.33, 0.80, -0.22)
H (-3.51, -0.93, 0.11)

---

Relative to the most stable one, in kcal/mol, the structures come out at P 0.0; Q 82.4; R 104.2; S 49.8.

---

P:
Formula: C7H12
Source: OMol25
Level of theory: wB97M-V/def2-TZVPD

Summary:
orbital gap: 9.3262 eV
net charge: 0

Element x y z (Å)
C (-1.25, -0.06, 2.15)
C (-1.30, -0.07, 0.62)
C (-0.10, 0.60, -0.02)
C (1.31, -0.04, 0.15)
C (1.52, 0.00, -1.38)
C (0.07, -0.77, -2.25)
C (0.05, 0.51, -1.56)
H (-2.12, -0.56, 2.58)
H (-1.22, 0.97, 2.53)
H (-0.35, -0.58, 2.52)
H (-1.37, -1.11, 0.27)
H (-2.22, 0.43, 0.28)
H (-0.06, 1.65, 0.30)
H (1.32, -1.05, 0.56)
H (2.02, 0.58, 0.71)
H (2.29, 0.64, -1.84)
H (1.64, -0.97, -1.95)
H (-0.10, -1.57, -1.50)
H (-0.12, 1.40, -2.17)

---

Q:
Formula: C7H12
Source: OMol25
Level of theory: wB97M-V/def2-TZVPD

Summary:
orbital gap: 9.7849 eV
SMILES: CC=C=CCCC
net charge: 0

Element x y z (Å)
C (-2.49, 0.59, 1.99)
C (-2.05, -0.08, 0.75)
C (-1.35, -1.15, 0.47)
C (-0.43, -1.63, -0.32)
C (0.92, -0.94, -0.31)
C (0.98, 0.37, -1.13)
C (2.41, 0.90, -1.17)
H (-2.60, -0.06, 2.86)
H (-3.41, 1.15, 1.80)
H (-1.71, 1.33, 2.22)
H (-2.15, 0.50, -0.16)
H (-0.67, -2.37, -1.07)
H (1.18, -0.69, 0.73)
H (1.66, -1.64, -0.68)
H (0.32, 1.13, -0.69)
H (0.61, 0.19, -2.14)
H (2.78, 1.14, -0.17)
H (3.08, 0.15, -1.60)
H (2.49, 1.81, -1.78)

---

R:
Formula: C7H12
Source: OMol25
Level of theory: wB97M-V/def2-TZVPD

Summary:
orbital gap: 10.1059 eV
SMILES: C=CCC(=C)CC
net charge: 0

Element x y z (Å)
C (2.45, -2.11, -1.37)
C (1.96, -1.20, -0.51)
C (0.83, -0.33, -0.72)
C (-0.01, 0.41, 0.35)
C (0.45, 0.83, 1.56)
C (-1.37, 0.68, -0.17)
C (-2.41, 1.43, 0.61)
H (3.28, -2.72, -1.00)
H (1.84, -2.35, -2.23)
H (2.32, -1.33, 0.53)
H (-0.06, -0.96, -1.19)
H (1.11, 0.52, -1.24)
H (1.30, 0.53, 2.08)
H (-0.26, 1.19, 2.22)
H (-1.82, -0.37, -0.41)
H (-1.20, 1.04, -1.23)
H (-2.21, 2.45, 1.06)
H (-2.76, 0.78, 1.40)
H (-3.43, 1.52, 0.25)

---

S:
Formula: C7H12
Source: OMol25
Level of theory: wB97M-V/def2-TZVPD

Summary:
orbital gap: 9.8304 eV
SMILES: C=C(/C=C/C)CC
net charge: 0

Element x y z (Å)
C (-1.57, -0.69, -0.64)
C (-0.33, -0.27, -0.68)
C (0.08, 0.52, 0.45)
C (-0.54, 1.48, 1.14)
C (-0.12, 1.96, 2.47)
C (0.57, -0.53, -1.77)
C (1.29, -1.87, -1.39)
H (-2.15, -1.09, -1.42)
H (-2.17, -0.56, 0.27)
H (0.97, 0.21, 0.81)
H (-1.48, 1.88, 0.88)
H (-1.00, 1.84, 3.27)
H (0.78, 1.32, 2.77)
H (0.30, 2.88, 2.37)
H (1.20, 0.44, -2.00)
H (-0.12, -0.90, -2.58)
H (0.84, -2.52, -2.14)
H (1.07, -2.14, -0.37)
H (2.37, -1.96, -1.44)

---

Relative to the most stable one, in kcal/mol, the structures come out at P 47.2; Q 0.0; R 15.2; S 11.3.